No. 1
Density functional theory data (ωB97M-V/def2-TZVPD) for 2 unconnected molecules or ions with the total composition C8H9INO2 in a non-equilibrium geometry.

## Properties
total charge	-1
spin multiplicity	3
<S²>	2.0398
maximum force	5.25	eV/A
calculated total energy	-812.99875	Ha
molar mass	278.069	u
gap between HOMO and LUMO (spin up / spin down)	2.8386 / 5.7285	eV
LUMO (spin up / spin down)	2.34 / 2.31	eV

Geometry (Å):
C (1.46, 1.73, 1.63)
C (2.84, 1.24, 1.34)
C (0.27, 1.48, 0.98)
C (-5.24, 2.07, -0.23)
C (3.07, 0.57, 0.24)
C (0.21, -0.62, -0.13)
C (-0.48, -2.90, -1.09)
C (-0.06, -1.45, -1.42)
N (0.03, 0.66, -0.11)
O (-4.82, 2.57, 0.72)
O (-5.77, 1.59, -1.16)
I (5.29, 0.22, -0.19)
H (1.47, 2.57, 2.32)
H (3.45, 1.61, 2.21)
H (-0.65, 1.99, 1.10)
H (0.55, -1.08, 0.88)
H (-0.68, -3.69, -1.98)
H (-1.43, -2.80, -0.52)
H (0.21, -3.50, -0.55)
H (-0.70, -0.82, -1.99)
H (0.97, -1.42, -2.05)

Electronic structure analysis, natural (NBO) charges in units of e: atom 1 (C): -0.370, atom 2 (C): -0.554, atom 3 (C): -0.138, atom 4 (C): 1.028, atom 5 (C): -0.036, atom 6 (C): 0.002, atom 7 (C): -0.607, atom 8 (C): -0.454, atom 9 (N): -0.485, atom 10 (O): -0.501, atom 11 (O): -0.528, atom 12 (I): -0.097, atom 13 (H): 0.184, atom 14 (H): 0.242, atom 15 (H): 0.174, atom 16 (H): 0.146, atom 17 (H): 0.184, atom 18 (H): 0.199, atom 19 (H): 0.207, atom 20 (H): 0.215, atom 21 (H): 0.190



No. 2
Density functional theory data (ωB97M-V/def2-TZVPD) for a molecular structure, C11H24CaNO8P in a non-equilibrium geometry.

## Properties
total charge	-2
maximum force	2.02	eV/A
calculated total energy	-2109.42881	Ha
molar mass	369.364	u
gap between HOMO and LUMO	4.1486	eV
LUMO	4.48	eV

Geometry (Å):
Ca (-0.89, 0.57, 0.09)
P (-3.41, 0.85, 0.57)
O (-2.47, 1.88, 1.32)
O (-2.70, -0.53, 0.90)
O (-2.97, 1.01, -0.93)
O (-4.87, 1.12, 0.85)
O (2.04, 3.94, -0.91)
C (0.71, 3.52, -0.97)
O (0.53, 2.34, -0.51)
O (-0.11, 4.29, -1.41)
H (2.45, 3.22, -0.42)
C (-0.97, -0.11, -4.40)
C (-1.16, -1.58, -3.96)
C (-0.32, -1.66, -2.71)
O (-0.44, -0.40, -2.09)
C (-0.60, 0.62, -3.09)
H (-1.91, 0.28, -4.79)
H (-0.24, -0.01, -5.20)
H (-0.86, -2.31, -4.72)
H (-2.22, -1.74, -3.79)
H (0.74, -1.88, -2.91)
H (-0.64, -2.44, -2.01)
H (0.33, 1.18, -3.23)
H (-1.42, 1.25, -2.75)
C (2.35, -0.87, -0.08)
C (1.46, -1.53, 0.97)
N (0.61, -0.58, 1.67)
C (1.34, 0.50, 2.34)
C (0.43, 1.49, 3.05)
C (-0.27, -1.29, 2.62)
C (0.39, -2.00, 3.80)
H (2.84, -1.62, -0.70)
H (3.12, -0.23, 0.35)
H (1.77, -0.27, -0.79)
H (0.84, -2.29, 0.50)
H (2.13, -2.07, 1.67)
H (2.10, 0.08, 3.02)
H (1.95, 1.04, 1.61)
H (1.01, 2.34, 3.41)
H (-0.28, 1.94, 2.34)
H (-0.16, 1.07, 3.86)
H (-0.86, -2.02, 2.05)
H (-1.04, -0.61, 2.96)
H (1.05, -1.34, 4.37)
H (0.99, -2.87, 3.51)
H (-0.39, -2.31, 4.50)

Electronic structure analysis, natural (NBO) charges in units of e: atom 1 (Ca): 1.782, atom 2 (P): 2.465, atom 3 (O): -1.344, atom 4 (O): -1.364, atom 5 (O): -1.353, atom 6 (O): -1.227, atom 7 (O): -0.767, atom 8 (C): 0.964, atom 9 (O): -0.934, atom 10 (O): -0.690, atom 11 (H): 0.465, atom 12 (C): -0.430, atom 13 (C): -0.429, atom 14 (C): -0.059, atom 15 (O): -0.573, atom 16 (C): -0.097, atom 17 (H): 0.218, atom 18 (H): 0.182, atom 19 (H): 0.187, atom 20 (H): 0.225, atom 21 (H): 0.141, atom 22 (H): 0.194, atom 23 (H): 0.175, atom 24 (H): 0.277, atom 25 (C): -0.629, atom 26 (C): -0.216, atom 27 (N): -0.501, atom 28 (C): -0.230, atom 29 (C): -0.649, atom 30 (C): -0.256, atom 31 (C): -0.640, atom 32 (H): 0.197, atom 33 (H): 0.201, atom 34 (H): 0.236, atom 35 (H): 0.200, atom 36 (H): 0.152, atom 37 (H): 0.143, atom 38 (H): 0.209, atom 39 (H): 0.200, atom 40 (H): 0.288, atom 41 (H): 0.206, atom 42 (H): 0.229, atom 43 (H): 0.261, atom 44 (H): 0.193, atom 45 (H): 0.185, atom 46 (H): 0.215



> Which formula does entry 1 have?

C8H9INO2



What did the first record say?
Density functional theory data (ωB97M-V/def2-TZVPD) for 2 unconnected molecules or ions with the total composition C8H9INO2 in a non-equilibrium geometry.

## Properties
total charge	-1
spin multiplicity	3
<S²>	2.0398
maximum force	5.25	eV/A
calculated total energy	-812.99875	Ha
molar mass	278.069	u
gap between HOMO and LUMO (spin up / spin down)	2.8386 / 5.7285	eV
LUMO (spin up / spin down)	2.34 / 2.31	eV

Geometry (Å):
C (1.46, 1.73, 1.63)
C (2.84, 1.24, 1.34)
C (0.27, 1.48, 0.98)
C (-5.24, 2.07, -0.23)
C (3.07, 0.57, 0.24)
C (0.21, -0.62, -0.13)
C (-0.48, -2.90, -1.09)
C (-0.06, -1.45, -1.42)
N (0.03, 0.66, -0.11)
O (-4.82, 2.57, 0.72)
O (-5.77, 1.59, -1.16)
I (5.29, 0.22, -0.19)
H (1.47, 2.57, 2.32)
H (3.45, 1.61, 2.21)
H (-0.65, 1.99, 1.10)
H (0.55, -1.08, 0.88)
H (-0.68, -3.69, -1.98)
H (-1.43, -2.80, -0.52)
H (0.21, -3.50, -0.55)
H (-0.70, -0.82, -1.99)
H (0.97, -1.42, -2.05)

Electronic structure analysis, natural (NBO) charges in units of e: atom 1 (C): -0.370, atom 2 (C): -0.554, atom 3 (C): -0.138, atom 4 (C): 1.028, atom 5 (C): -0.036, atom 6 (C): 0.002, atom 7 (C): -0.607, atom 8 (C): -0.454, atom 9 (N): -0.485, atom 10 (O): -0.501, atom 11 (O): -0.528, atom 12 (I): -0.097, atom 13 (H): 0.184, atom 14 (H): 0.242, atom 15 (H): 0.174, atom 16 (H): 0.146, atom 17 (H): 0.184, atom 18 (H): 0.199, atom 19 (H): 0.207, atom 20 (H): 0.215, atom 21 (H): 0.190